66
Properties=species:S:1:pos:R:3:lowdin_charge:R:1 method="wB97M-V/def2-TZVPD" de_lowest_kj_mol=6.6 s_squared=0.77 homo_energy_ev="-5.42 / -6.47" charge=0 orbital_gap_ev="5.65 / 6.70" multiplicity=2 e_tot_ev=-53997.4977
Ti -0.026 0.058 0.080 0.821
N -2.038 0.729 -0.811 -0.021
C -3.186 0.060 -0.178 -0.210
C -2.761 -1.195 0.578 -0.171
N -1.599 -0.959 1.464 -0.222
C -0.939 -2.227 1.844 -0.173
C 0.445 -1.996 2.441 -0.200
N 1.220 -1.039 1.629 -0.014
C -1.969 -0.154 2.651 -0.155
C -0.954 0.932 2.978 -0.205
N -0.545 1.590 1.733 0.002
H -1.557 0.082 -1.452 0.041
H -2.285 1.551 -1.345 0.093
H -3.656 0.774 0.502 0.104
H -3.950 -0.234 -0.904 0.118
H -3.618 -1.572 1.152 0.132
H -2.468 -1.971 -0.129 0.110
H -1.562 -2.783 2.558 0.129
H -0.850 -2.827 0.939 0.099
H 0.368 -1.587 3.450 0.104
H 0.944 -2.965 2.531 0.119
H 2.088 -0.741 2.056 0.092
H 1.453 -1.449 0.718 0.057
H -2.935 0.312 2.451 0.114
H -2.117 -0.813 3.515 0.127
H -1.386 1.630 3.700 0.118
H -0.057 0.512 3.429 0.100
H -1.272 2.196 1.368 0.099
H 0.289 2.166 1.821 0.071
C 0.781 2.939 -0.783 -0.262
C 1.630 3.109 0.320 -0.286
C 2.437 1.964 0.442 -0.265
C 2.097 1.060 -0.606 -0.337
C 1.059 1.672 -1.376 -0.337
C 0.735 1.330 -2.807 -0.059
C 3.020 -0.018 -1.114 -0.061
C 3.455 1.727 1.516 -0.060
C 1.641 4.285 1.256 -0.054
C -0.269 3.904 -1.246 -0.061
H 1.393 1.860 -3.503 0.085
H -0.289 1.609 -3.081 0.059
H 0.826 0.262 -3.003 0.061
H 3.513 -0.559 -0.300 0.060
H 3.821 0.401 -1.732 0.085
H 2.490 -0.764 -1.708 0.060
H 4.073 0.851 1.305 0.063
H 3.017 1.573 2.515 0.065
H 4.145 2.569 1.628 0.077
H 1.680 3.993 2.313 0.069
H 0.754 4.911 1.131 0.067
H 2.508 4.933 1.093 0.078
H -0.824 3.514 -2.102 0.057
H 0.146 4.864 -1.567 0.078
H -1.013 4.144 -0.472 0.064
N -0.035 -1.356 -1.016 -0.132
C -0.336 -2.510 -1.719 -0.398
C 0.277 -3.736 -1.412 -0.067
C -0.052 -4.903 -2.087 -0.108
C -1.002 -4.892 -3.102 -0.125
C -1.610 -3.687 -3.431 -0.108
C -1.282 -2.518 -2.757 -0.063
H 1.036 -3.753 -0.636 0.098
H 0.447 -5.827 -1.820 0.096
H -1.255 -5.801 -3.632 0.090
H -2.344 -3.649 -4.227 0.096
H -1.748 -1.582 -3.048 0.097